13 unconnected molecules or ions with the total composition C39H79BO15 at a distorted geometry. Source: the Open Molecules 2025 dataset; level of theory: ωB97M-V/def2-TZVPD.

The geometry in XYZ format:
```
134
C39H79BO15 | the Open Molecules 2025 dataset | ωB97M-V/def2-TZVPD
C -2.103 3.333 -3.102
O -1.765 3.424 -4.514
C -1.560 2.204 -5.074
O -2.129 1.943 -6.086
B -0.525 1.102 -4.491
C 0.704 1.450 -3.548
O -0.725 -0.218 -4.884
H -2.414 2.342 -2.788
H -2.951 4.007 -2.930
H -1.255 3.712 -2.537
H 0.552 0.901 -2.608
H 0.649 2.532 -3.358
H 1.653 1.203 -4.041
H -1.359 -0.682 -4.322
C -2.795 1.771 1.112
C -1.567 1.786 0.246
O -1.599 2.236 -0.885
C -0.305 1.224 0.836
H -3.630 2.207 0.563
H -3.050 0.746 1.384
H -2.622 2.360 2.015
H -0.454 0.173 1.094
H -0.022 1.792 1.723
H 0.499 1.295 0.104
C -5.209 -1.865 4.801
C -4.928 -0.957 3.631
O -3.805 -0.576 3.384
C -6.100 -0.539 2.779
H -4.279 -2.082 5.323
H -5.894 -1.378 5.496
H -5.642 -2.803 4.448
H -6.824 0.010 3.383
H -6.573 -1.419 2.338
H -5.753 0.111 1.978
C -0.167 -3.867 -1.056
C -0.618 -3.068 0.137
O 0.110 -2.252 0.663
C -2.011 -3.320 0.658
H 0.849 -3.584 -1.320
H -0.183 -4.931 -0.818
H -0.822 -3.663 -1.907
H -2.108 -4.361 0.970
H -2.745 -3.094 -0.118
H -2.200 -2.676 1.518
C 3.774 2.039 -7.575
C 2.972 1.053 -6.762
O 3.143 0.929 -5.570
C 1.944 0.227 -7.495
H 4.471 2.562 -6.923
H 4.339 1.513 -8.347
H 3.108 2.769 -8.038
H 2.431 -0.377 -8.263
H 1.199 0.879 -7.954
H 1.443 -0.436 -6.791
C 3.636 -4.338 3.600
C 2.258 -4.029 3.064
O 1.467 -4.915 2.821
C 1.912 -2.580 2.846
H 3.750 -5.416 3.708
H 4.396 -3.972 2.907
H 3.769 -3.870 4.577
H 2.596 -2.140 2.119
H 1.970 -2.039 3.793
H 0.897 -2.508 2.460
C -2.684 -4.754 7.749
C -2.515 -3.292 8.081
O -3.468 -2.555 8.191
C -1.105 -2.788 8.268
H -3.744 -4.979 7.642
H -2.178 -4.985 6.810
H -2.273 -5.369 8.552
H -0.532 -2.934 7.351
H -0.626 -3.318 9.093
H -1.130 -1.725 8.501
C 3.024 5.314 0.265
C 1.664 4.683 0.425
O 1.261 4.312 1.507
C 0.824 4.532 -0.818
H 3.520 5.362 1.232
H 3.634 4.713 -0.414
H 2.923 6.327 -0.126
H 1.341 3.898 -1.542
H 0.626 5.512 -1.256
H -0.122 4.065 -0.559
C 3.084 -6.979 -2.455
C 3.254 -5.513 -2.144
O 2.296 -4.777 -2.036
C 4.662 -5.007 -1.973
H 2.024 -7.208 -2.551
H 3.584 -7.221 -3.394
H 3.503 -7.582 -1.647
H 5.229 -5.165 -2.891
H 5.147 -5.525 -1.148
H 4.637 -3.941 -1.754
C 8.409 -6.785 -3.474
C 8.267 -6.868 -1.974
O 7.280 -6.454 -1.409
C 9.409 -7.489 -1.209
H 7.520 -6.318 -3.896
H 9.279 -6.181 -3.733
H 8.514 -7.786 -3.895
H 10.323 -6.915 -1.371
H 9.557 -8.521 -1.532
H 9.175 -7.485 -0.146
C -5.682 4.997 0.034
C -5.589 5.385 -1.422
O -4.603 5.139 -2.078
C -6.778 6.093 -2.024
H -4.761 4.499 0.333
H -5.816 5.888 0.649
H -6.518 4.312 0.186
H -6.960 7.031 -1.497
H -7.662 5.456 -1.962
H -6.575 6.311 -3.071
C -9.276 2.288 4.486
C -9.107 2.653 3.032
O -8.106 2.358 2.419
C -10.240 3.403 2.375
H -8.392 1.755 4.830
H -9.398 3.191 5.086
H -10.147 1.641 4.609
H -10.403 4.354 2.884
H -11.152 2.804 2.407
H -9.986 3.600 1.334
C 6.798 6.562 -1.737
C 6.669 6.470 -0.236
O 5.680 6.866 0.337
C 7.825 5.861 0.519
H 5.900 7.017 -2.149
H 7.658 7.181 -1.999
H 6.916 5.565 -2.164
H 8.729 6.449 0.353
H 7.986 4.833 0.189
H 7.598 5.857 1.583
```

## Properties
largest force on an atom = 1.76 eV/A
E_LUMO = 0.57 eV
2S+1 = 1
Kohn-Sham gap = 9.240 eV
E = -2686.83576 Ha



A molecular structure, C4H5O2Ru at a distorted geometry. Source: the Open Molecules 2025 dataset; level of theory: ωB97M-V/def2-TZVPD.

The geometry in XYZ format:
```
12
C4H5O2Ru | the Open Molecules 2025 dataset | ωB97M-V/def2-TZVPD
H 0.791 0.930 -1.469
O -2.601 -0.065 0.709
C -1.317 0.301 0.448
C -0.571 -0.382 -0.464
C 0.707 -0.656 0.255
C 1.807 0.142 0.030
O 1.714 1.100 -0.932
Ru 3.722 -0.389 0.044
H -3.128 0.703 0.946
H -0.987 1.238 0.907
H -1.048 -1.221 -0.980
H 0.912 -1.700 0.506
```

## Properties
largest force on an atom = 4.43 eV/A
relative energy (zero: lowest compared OMol25 entry of this formula, charge and spin) = 0.0 kJ/mol
E_LUMO (spin up / spin down) = -9.96 / -12.12 eV
total charge = +2
2S+1 = 6
Kohn-Sham gap (spin up / spin down) = 8.151 / 6.494 eV
E = -399.80381 Ha



A molecular structure, C21H33ClMnN8S. Source: the Open Molecules 2025 dataset; level of theory: ωB97M-V/def2-TZVPD.

The geometry in XYZ format:
```
65
C21H33ClMnN8S | the Open Molecules 2025 dataset | ωB97M-V/def2-TZVPD
Mn -0.240 0.088 -0.473
C 2.592 -1.895 -0.988
N 3.034 -0.530 -0.719
C 3.935 0.023 -1.733
C 2.498 0.209 0.240
N 1.211 -0.096 0.688
C 0.919 -0.093 2.030
C 1.820 -0.260 3.090
C 1.338 -0.206 4.374
C -0.025 0.030 4.631
C -0.928 0.178 3.608
C -0.464 0.093 2.287
N -1.194 0.234 1.132
C -2.587 0.166 1.131
N -3.236 1.069 0.407
C -2.667 2.389 0.106
C -4.514 0.789 -0.254
N -3.214 -0.803 1.783
C -2.577 -2.069 2.146
C -4.589 -0.666 2.270
N 3.129 1.261 0.750
C 2.423 2.398 1.344
C 4.588 1.359 0.811
H 3.473 -2.497 -1.211
H 1.928 -1.916 -1.856
H 2.075 -2.307 -0.128
H 3.503 -0.194 -2.710
H 4.921 -0.436 -1.675
H 4.017 1.100 -1.630
H 2.870 -0.440 2.900
H 2.014 -0.342 5.207
H -0.363 0.098 5.657
H -1.973 0.366 3.816
H -1.846 2.614 0.780
H -3.451 3.132 0.243
H -2.317 2.434 -0.925
H -4.690 -0.282 -0.289
H -4.441 1.160 -1.276
H -5.344 1.293 0.237
H -1.640 -2.206 1.618
H -3.256 -2.876 1.870
H -2.402 -2.109 3.222
H -4.922 0.365 2.198
H -4.598 -0.960 3.320
H -5.272 -1.315 1.723
H 1.370 2.373 1.083
H 2.855 3.312 0.937
H 2.541 2.401 2.428
H 5.044 0.398 0.593
H 4.857 1.651 1.827
H 4.969 2.114 0.125
Cl 0.381 1.772 -1.640
C -0.832 -6.535 -2.304
C -0.529 -5.442 -1.337
C 0.098 -5.667 -0.109
C 0.318 -4.578 0.706
N -0.038 -3.332 0.359
C -0.621 -3.237 -0.829
S -1.171 -1.635 -1.380
N -0.891 -4.202 -1.681
H -0.447 -7.493 -1.965
H -0.402 -6.294 -3.276
H -1.911 -6.612 -2.442
H 0.398 -6.660 0.192
H 0.794 -4.688 1.674
```

## Properties
largest force on an atom = 0.76 eV/A
relative energy (zero: lowest compared OMol25 entry of this formula, charge and spin) = 0.0 kJ/mol
E_LUMO (spin up / spin down) = -7.54 / -8.06 eV
total charge = +2
2S+1 = 2
Kohn-Sham gap (spin up / spin down) = 6.514 / 5.929 eV
E = -3266.91863 Ha



14 unconnected molecules or ions with the total composition C74H84F6N18O24S2 at a distorted geometry. Source: the Open Molecules 2025 dataset; level of theory: ωB97M-V/def2-TZVPD.

The geometry in XYZ format:
```
208
C74H84F6N18O24S2 | the Open Molecules 2025 dataset | ωB97M-V/def2-TZVPD
C -5.248 -5.935 6.493
N -5.985 -4.825 5.865
C -6.073 -3.680 6.492
C -6.904 -2.686 5.941
C -7.586 -2.857 4.759
C -7.528 -4.103 4.172
C -6.716 -5.081 4.709
C -8.625 -1.886 4.314
C -8.331 -0.579 3.840
C -9.365 0.290 3.550
N -10.680 -0.087 3.763
C -10.985 -1.280 4.290
C -10.014 -2.266 4.386
C -11.730 0.966 3.518
H -4.436 -5.603 7.140
H -5.041 -6.688 5.732
H -5.942 -6.397 7.194
H -5.462 -3.547 7.373
H -6.960 -1.837 6.606
H -8.134 -4.384 3.323
H -6.744 -6.095 4.339
H -7.325 -0.212 3.696
H -9.169 1.297 3.212
H -12.030 -1.504 4.445
H -10.329 -3.216 4.792
H -12.486 0.499 2.888
H -11.254 1.740 2.916
H -12.062 1.263 4.513
C -5.682 2.613 -2.384
N -4.761 1.472 -2.753
C -5.181 0.182 -2.965
C -4.325 -0.853 -3.264
C -2.975 -0.602 -3.289
C -2.499 0.677 -2.961
C -3.399 1.663 -2.743
C -2.016 -1.660 -3.689
C -0.704 -1.579 -3.177
C 0.234 -2.553 -3.408
N -0.064 -3.539 -4.301
C -1.191 -3.563 -4.965
C -2.158 -2.593 -4.726
C 0.916 -4.586 -4.602
H -5.390 3.586 -2.778
H -5.746 2.678 -1.298
H -6.700 2.396 -2.709
H -6.251 0.036 -2.971
H -4.728 -1.820 -3.528
H -1.470 1.001 -2.986
H -3.092 2.651 -2.435
H -0.343 -0.718 -2.635
H 1.226 -2.606 -2.984
H -1.323 -4.344 -5.699
H -3.109 -2.725 -5.220
H 1.785 -4.685 -3.952
H 1.231 -4.382 -5.625
H 0.517 -5.579 -4.810
C 9.495 9.225 0.942
N 9.108 7.967 0.336
C 9.929 6.898 0.130
C 9.485 5.793 -0.644
C 8.149 5.772 -1.049
C 7.250 6.857 -0.789
C 7.803 7.993 -0.165
C 7.677 4.524 -1.661
C 7.893 3.304 -0.987
C 7.501 2.052 -1.481
N 6.752 2.074 -2.624
C 6.468 3.169 -3.304
C 6.992 4.417 -2.887
C 6.315 0.748 -3.090
H 10.398 9.546 0.424
H 9.699 9.064 2.001
H 8.649 9.908 0.858
H 10.924 7.033 0.526
H 10.270 5.051 -0.637
H 6.204 6.674 -0.987
H 7.101 8.776 0.079
H 8.370 3.391 -0.022
H 7.535 1.118 -0.939
H 5.949 2.946 -4.225
H 7.034 5.225 -3.602
H 7.050 0.006 -2.780
H 6.186 0.852 -4.168
H 5.393 0.531 -2.551
C 5.981 -2.544 0.328
N 5.668 -2.567 -1.127
C 4.583 -2.009 -1.690
C 4.192 -2.116 -2.991
C 4.955 -2.947 -3.785
C 6.007 -3.714 -3.183
C 6.361 -3.428 -1.899
C 4.661 -3.131 -5.274
C 4.513 -4.365 -5.900
C 4.316 -4.385 -7.296
N 4.117 -3.248 -8.016
C 4.075 -2.073 -7.386
C 4.370 -2.001 -5.995
C 3.824 -3.300 -9.441
H 5.802 -3.535 0.745
H 5.303 -1.964 0.954
H 6.928 -2.046 0.537
H 4.011 -1.399 -1.006
H 3.284 -1.602 -3.270
H 6.646 -4.470 -3.615
H 7.168 -3.895 -1.356
H 4.612 -5.259 -5.302
H 4.334 -5.323 -7.831
H 3.907 -1.164 -7.946
H 4.196 -1.026 -5.563
H 2.794 -2.945 -9.464
H 3.736 -4.327 -9.794
H 4.576 -2.610 -9.827
C -1.977 5.431 2.545
N -1.208 4.242 2.943
C -1.834 3.028 3.325
C -1.041 1.913 3.659
C 0.318 2.017 3.610
C 0.940 3.269 3.243
C 0.118 4.334 2.937
C 1.239 0.870 4.034
C 2.493 0.784 3.399
C 3.305 -0.291 3.578
N 2.964 -1.285 4.456
C 1.759 -1.234 5.165
C 0.855 -0.157 4.946
C 3.657 -2.509 4.578
H -1.542 6.256 3.110
H -3.038 5.247 2.710
H -1.802 5.369 1.471
H -2.913 3.074 3.290
H -1.602 1.009 3.844
H 2.019 3.264 3.185
H 0.506 5.311 2.690
H 2.801 1.557 2.711
H 4.194 -0.461 2.989
H 1.494 -2.032 5.843
H -0.118 -0.203 5.413
H 4.341 -2.775 3.772
H 3.034 -3.383 4.767
H 4.280 -2.363 5.460
C 3.296 2.964 -1.311
N 2.029 2.447 -0.870
C 2.090 1.328 -0.116
C 0.921 0.659 0.248
C -0.328 1.251 -0.105
C -0.341 2.435 -0.831
C 0.866 2.995 -1.204
C -1.639 0.571 0.166
C -1.700 -0.794 0.008
C -2.930 -1.433 0.161
N -4.032 -0.719 0.539
C -4.010 0.639 0.781
C -2.801 1.296 0.506
C -5.309 -1.465 0.769
H 3.802 3.656 -0.638
H 3.051 3.618 -2.148
H 3.922 2.180 -1.736
H 3.072 0.955 0.134
H 0.920 -0.298 0.749
H -1.229 2.996 -1.084
H 0.933 3.947 -1.711
H -0.866 -1.412 -0.291
H -3.039 -2.494 -0.013
H -4.901 1.142 1.128
H -2.829 2.371 0.615
H -5.578 -1.982 -0.152
H -6.095 -0.821 1.164
H -5.019 -2.158 1.559
C 0.560 -4.051 1.539
F 0.645 -3.293 2.587
F 0.374 -5.326 1.872
F -0.472 -3.618 0.805
S 2.161 -3.776 0.387
O 3.327 -4.048 1.257
O 2.025 -4.805 -0.696
O 2.125 -2.384 -0.065
C -4.387 -4.921 1.870
F -3.898 -4.400 0.773
F -3.848 -4.271 2.867
F -5.764 -4.762 1.825
S -3.947 -6.786 1.953
O -2.478 -6.835 1.721
O -4.346 -7.257 3.294
O -4.668 -7.425 0.821
N -4.382 -0.132 4.088
O -4.318 0.994 3.664
O -3.784 -1.064 3.674
O -5.107 -0.255 5.027
N 1.554 0.613 -4.391
O 0.539 1.277 -4.290
O 1.553 -0.344 -5.070
O 2.632 0.869 -3.864
N -4.335 4.685 -0.233
O -3.290 4.461 -0.781
O -4.483 4.163 0.834
O -5.141 5.336 -0.834
N 2.683 6.112 -0.573
O 1.728 6.147 -1.415
O 3.828 6.293 -0.991
O 2.361 5.964 0.565
N -8.412 0.786 0.172
O -8.569 -0.112 -0.671
O -9.427 1.392 0.588
O -7.261 1.184 0.450
N 5.654 1.528 1.379
O 5.376 0.647 0.633
O 4.772 2.320 1.671
O 6.767 1.542 1.845
```

## Properties
largest force on an atom = 7.17 eV/A
E_LUMO = -9.41 eV
total charge = +4
2S+1 = 1
Kohn-Sham gap = 3.923 eV
E = -7054.96903 Ha



A gas-phase ion, C4H6NO4S (charge -1) at a distorted geometry. Source: the Open Molecules 2025 dataset; level of theory: ωB97M-V/def2-TZVPD.

The geometry in XYZ format:
```
16
C4H6NO4S | the Open Molecules 2025 dataset | ωB97M-V/def2-TZVPD
C -1.177 -2.333 -0.531
C -1.174 -0.835 -0.544
O -2.074 -0.260 0.318
N -0.462 0.016 -1.532
C 0.333 -0.018 -0.520
C 1.721 0.787 -0.170
S 1.001 2.036 0.959
O -0.283 1.446 1.370
O 1.966 2.135 2.043
O 0.861 3.243 0.166
H -0.683 -2.738 -1.410
H -0.698 -2.716 0.371
H -2.221 -2.658 -0.513
H -1.617 0.504 0.754
H 2.071 1.240 -1.088
H 2.434 0.152 0.327
```

## Properties
largest force on an atom = 5.39 eV/A
relative energy (zero: lowest compared OMol25 entry of this formula, charge and spin) = 213.1 kJ/mol
E_LUMO = 3.63 eV
total charge = -1
structure (SMILES) = C[C@]1(O)N=C1CS(=O)(=O)[O-]
2S+1 = 1
Kohn-Sham gap = 8.140 eV
E = -909.91284 Ha



The highest largest force on an atom belongs to which entry? C74H84F6N18O24S2